(1)
This record from the Open Molecules 2025 dataset describes C44H61FIrP2Si as an isolated structure. The level of theory is ωB97M-V/def2-TZVPD.

Properties
- HOMO (alpha / beta): -1.0 / -4.8 eV
- Total charge: -1
- Kohn-Sham gap (alpha / beta): 3.452 / 6.787 eV
- LUMO level (alpha / beta): 2.44 / 1.99 eV
- Multiplicity: 5

Geometry as XYZ:
```
110
Properties=species:S:1:pos:R:3:mulliken_charge:R:1
Ir -0.535 -0.749 1.258 1.31
C -1.856 1.914 3.613 -1.44
Si -0.709 1.439 2.191 0.20
C -1.269 2.607 0.790 0.85
C -1.245 3.994 0.961 -0.79
C -1.742 4.847 -0.009 -0.95
C -2.313 4.317 -1.159 -1.16
C -2.344 2.945 -1.348 -0.22
C -1.788 2.081 -0.397 0.50
P -1.671 0.238 -0.540 -0.37
C -3.444 -0.329 -0.539 0.56
C -4.415 0.414 -1.462 -0.39
C -5.805 -0.222 -1.434 -0.84
C -6.371 -0.242 -0.019 -0.75
C -5.409 -0.943 0.934 -0.98
C -4.014 -0.326 0.885 -0.07
C -1.016 -0.157 -2.252 1.26
C -1.446 0.597 -3.517 -0.48
C -0.574 0.192 -4.709 -0.43
C -0.607 -1.310 -4.965 -1.14
C -0.229 -2.072 -3.700 -0.54
C -1.112 -1.664 -2.524 -0.48
C 1.065 1.725 2.677 0.67
C 1.388 2.581 3.714 -0.49
C 2.710 2.893 4.064 -1.10
C 3.753 2.324 3.285 -0.81
C 3.487 1.455 2.264 -1.13
C 2.137 1.064 1.938 0.11
P 1.718 -0.070 0.673 0.36
C 2.670 -1.668 0.782 1.59
C 2.439 -2.546 -0.471 0.90
C 3.712 -2.700 -1.295 -0.33
C 4.803 -3.415 -0.483 -0.96
C 4.715 -3.079 1.016 -1.08
C 4.145 -1.679 1.226 -0.44
C 2.233 0.702 -0.960 0.93
C 3.729 0.942 -1.201 -0.72
C 3.969 1.310 -2.674 -1.22
C 2.831 2.176 -3.239 0.56
C 2.203 2.997 -2.120 -1.35
C 1.541 2.077 -1.079 0.96
H -1.801 2.992 3.800 0.54
H -1.580 1.392 4.531 0.38
H -2.898 1.676 3.373 0.28
H -0.814 4.406 1.869 0.44
H -1.702 5.921 0.135 0.39
H -2.737 4.971 -1.912 0.42
H -2.823 2.562 -2.235 0.51
H -3.374 -1.372 -0.873 0.80
H -4.046 0.446 -2.488 -0.36
H -4.496 1.453 -1.127 0.25
H -5.742 -1.249 -1.814 0.36
H -6.475 0.321 -2.107 0.42
H -7.353 -0.724 -0.002 0.43
H -6.521 0.791 0.319 0.31
H -5.336 -2.003 0.660 0.34
H -5.790 -0.912 1.958 0.42
H -3.342 -0.854 1.561 -0.34
H -4.057 0.712 1.244 0.12
H 0.048 0.062 -2.118 -0.64
H -1.361 1.672 -3.389 0.13
H -2.491 0.368 -3.752 0.07
H 0.459 0.499 -4.506 -0.17
H -0.891 0.742 -5.600 0.48
H 0.061 -1.572 -5.790 0.49
H -1.619 -1.602 -5.271 0.39
H 0.819 -1.862 -3.448 -0.01
H -0.301 -3.151 -3.861 0.50
H -0.850 -2.228 -1.631 -0.40
H -2.154 -1.925 -2.753 0.59
H 0.582 3.045 4.282 0.25
H 2.927 3.566 4.884 0.38
H 4.787 2.577 3.504 0.39
H 4.317 1.038 1.706 0.27
H 2.134 -2.129 1.608 -1.74
H 1.623 -2.143 -1.081 -1.22
H 2.103 -3.542 -0.159 0.59
H 4.063 -1.709 -1.604 -0.28
H 3.508 -3.250 -2.218 0.60
H 5.788 -3.138 -0.869 0.37
H 4.714 -4.497 -0.621 0.33
H 5.698 -3.176 1.483 0.50
H 4.061 -3.798 1.522 0.35
H 4.760 -0.963 0.683 0.18
H 4.196 -1.383 2.274 0.52
H 1.878 0.027 -1.754 0.51
H 4.343 0.082 -0.949 0.17
H 4.054 1.755 -0.546 0.35
H 4.063 0.392 -3.265 0.29
H 4.922 1.838 -2.766 0.49
H 2.061 1.538 -3.684 -0.83
H 3.201 2.817 -4.044 0.57
H 1.462 3.697 -2.513 0.52
H 2.980 3.607 -1.647 0.45
H 0.487 1.962 -1.325 -1.02
H 1.567 2.555 -0.094 0.01
F -1.000 -3.771 6.743 -0.37
C -0.864 -3.100 5.568 0.40
C -1.773 -2.120 5.246 -1.06
C -1.611 -1.437 4.044 0.45
C -0.569 -1.699 3.140 -0.69
C 0.297 -2.736 3.526 0.32
C 0.175 -3.428 4.725 -1.02
H -2.588 -1.897 5.922 0.44
H -2.341 -0.672 3.805 0.45
H 1.095 -3.046 2.864 0.30
H 0.866 -4.214 5.004 0.44
C -1.286 -2.564 0.581 -1.60
H -2.293 -2.943 0.745 0.31
H -0.551 -3.332 0.330 0.38
```

=====

(2)
This record from the Open Molecules 2025 dataset describes C44H62CrGeN5O5PSSe as an isolated structure. The level of theory is ωB97M-V/def2-TZVPD.

Properties
- Relative energy (zero: lowest compared OMol25 entry of this formula, charge and spin): 0.00 kcal per mole
- HOMO (alpha / beta): -3.9 / -7.6 eV
- Kohn-Sham gap (alpha / beta): 3.951 / 7.607 eV
- LUMO level (alpha / beta): 0.02 / 0.02 eV
- Multiplicity: 5

Geometry as XYZ:
```
121
Properties=species:S:1:pos:R:3:mulliken_charge:R:1
Cr -0.941 0.826 0.513 1.25
C -5.058 -1.460 0.507 -1.11
N -4.540 -0.105 0.448 0.14
C -4.851 0.663 -0.750 -0.80
C -3.590 0.334 1.276 0.71
O -3.089 1.467 1.216 -0.89
C -3.030 -0.591 2.356 0.11
O -1.696 -0.175 2.652 -0.48
C -1.579 0.777 3.694 -1.36
C -0.931 2.062 3.202 0.40
O -0.528 2.167 2.031 0.17
N -0.779 3.057 4.093 0.26
C -0.026 4.241 3.712 -0.99
C -0.952 2.833 5.521 -0.94
H -6.038 -1.469 0.031 0.42
H -4.392 -2.151 -0.016 0.39
H -5.190 -1.785 1.536 0.38
H -5.898 0.964 -0.745 0.37
H -4.201 1.530 -0.788 0.15
H -4.654 0.037 -1.621 0.28
H -3.652 -0.544 3.258 0.54
H -2.960 -1.619 2.007 -0.67
H -2.553 1.006 4.134 0.59
H -0.934 0.347 4.473 0.53
H -0.017 4.327 2.630 0.22
H -0.506 5.116 4.146 0.42
H 1.000 4.172 4.073 0.30
H -1.942 2.445 5.745 0.30
H -0.196 2.150 5.912 0.25
H -0.850 3.790 6.026 0.39
C 6.398 2.085 4.768 -1.23
Ge 4.799 1.747 3.698 0.45
C 5.279 1.016 1.959 -0.90
C 3.823 3.425 3.505 -0.45
C 3.709 0.455 4.687 -0.93
Se 1.915 0.167 3.980 -0.20
C 2.348 -1.016 2.497 -0.43
H 7.034 2.823 4.282 0.36
H 6.979 1.176 4.908 0.36
H 6.119 2.470 5.748 0.35
H 6.157 1.527 1.567 0.43
H 4.467 1.138 1.245 0.06
H 5.504 -0.046 2.034 0.36
H 4.335 4.066 2.789 0.37
H 3.774 3.949 4.459 0.43
H 2.814 3.250 3.144 -0.40
H 3.594 0.767 5.726 0.47
H 4.204 -0.518 4.700 0.43
H 2.988 -0.532 1.766 0.31
H 1.406 -1.274 2.015 -0.47
H 2.818 -1.925 2.866 0.72
N -1.301 1.760 -1.056 -0.53
P -0.997 1.794 -2.568 1.42
C 0.624 2.490 -3.044 0.64
C 0.952 3.695 -2.420 -0.84
C 2.154 4.325 -2.682 -0.69
C 3.053 3.757 -3.576 -0.55
C 2.734 2.568 -4.210 -0.80
C 1.523 1.939 -3.948 -0.28
C -2.131 2.962 -3.380 0.40
C -2.958 3.743 -2.583 -0.32
C -3.805 4.679 -3.164 -0.75
C -3.825 4.836 -4.540 -0.47
C -2.996 4.059 -5.342 -0.78
C -2.150 3.129 -4.763 -0.38
C -1.221 0.224 -3.465 0.32
C -2.462 -0.080 -4.023 -0.84
C -2.726 -1.348 -4.514 -0.95
C -1.752 -2.333 -4.453 -0.71
C -0.517 -2.048 -3.891 -0.67
C -0.257 -0.781 -3.393 -0.19
H 0.254 4.135 -1.717 0.43
H 2.391 5.260 -2.193 0.42
H 3.997 4.243 -3.780 0.40
H 3.427 2.124 -4.911 0.44
H 1.285 1.025 -4.469 0.45
H -2.922 3.594 -1.511 0.27
H -4.446 5.287 -2.540 0.43
H -4.484 5.566 -4.993 0.40
H -3.011 4.182 -6.416 0.42
H -1.499 2.530 -5.388 0.42
H -3.233 0.680 -4.072 0.46
H -3.693 -1.568 -4.945 0.43
H -1.959 -3.324 -4.835 0.43
H 0.239 -2.816 -3.816 0.52
H 0.681 -0.596 -2.896 0.30
C 1.825 2.191 0.454 -0.79
C 1.020 0.997 -0.017 1.38
O 1.544 0.238 -0.814 -0.86
H 2.744 2.262 -0.130 0.42
H 2.043 2.054 1.515 -0.59
H 1.242 3.105 0.361 0.07
C -2.404 -5.872 -1.308 -1.39
C -2.877 -4.595 -0.632 0.21
C -2.086 -4.244 0.624 -0.39
N -0.714 -3.844 0.395 0.16
C -0.329 -2.643 -0.067 -0.16
S -1.510 -1.407 -0.412 0.32
N 0.960 -2.408 -0.300 0.86
C 2.111 -3.196 -0.013 -0.20
O 3.072 -2.599 0.511 -0.75
C 2.154 -4.568 -0.447 -0.26
C 3.146 -5.419 0.095 -0.75
C 3.259 -6.724 -0.323 -0.44
C 2.414 -7.239 -1.312 -0.63
C 1.463 -6.406 -1.883 -0.88
C 1.329 -5.091 -1.468 0.45
H -2.956 -6.061 -2.225 0.41
H -2.536 -6.735 -0.656 0.40
H -1.348 -5.810 -1.557 0.12
H -3.927 -4.700 -0.341 0.55
H -2.818 -3.753 -1.326 0.02
H -2.046 -5.111 1.289 0.70
H -2.593 -3.446 1.171 -0.81
H -0.003 -4.566 0.424 0.52
H 1.178 -1.407 -0.410 -0.75
H 3.811 -5.011 0.841 0.42
H 4.017 -7.359 0.118 0.39
H 2.514 -8.264 -1.641 0.38
H 0.829 -6.780 -2.677 0.45
H 0.615 -4.441 -1.957 0.73
```

=====

(3)
This record from the Open Molecules 2025 dataset describes C44H63BrF3N8O2SSi4W as an isolated structure. The level of theory is ωB97M-V/def2-TZVPD.

Properties
- Relative energy (zero: lowest compared OMol25 entry of this formula, charge and spin): 0.00 kcal per mole
- HOMO (alpha / beta): -14.5 / -14.6 eV
- Total charge: +3
- Kohn-Sham gap (alpha / beta): 6.155 / 5.674 eV
- LUMO level (alpha / beta): -8.30 / -8.88 eV
- Multiplicity: 3

Geometry as XYZ:
```
127
Properties=species:S:1:pos:R:3:mulliken_charge:R:1
W -0.248 -0.117 -0.893 1.05
C -2.559 1.595 -4.245 -1.32
C -1.539 1.282 -3.205 -0.18
N -1.564 0.201 -2.480 0.74
N -2.490 -0.772 -2.805 -1.10
C -2.181 -2.061 -2.576 -0.08
N -2.961 -2.987 -3.106 0.00
S -0.816 -2.455 -1.653 -0.48
C -0.398 2.150 -2.918 0.91
C -0.148 3.339 -3.581 -0.74
C 1.045 4.008 -3.336 -1.28
C 1.942 3.467 -2.437 -1.15
C 1.600 2.299 -1.775 0.07
N 0.461 1.649 -2.002 1.20
H -2.716 0.757 -4.927 0.37
H -2.275 2.445 -4.854 0.66
H -3.512 1.833 -3.761 0.05
H -3.322 -0.500 -3.308 0.57
H -3.755 -2.770 -3.690 0.22
H -2.802 -3.957 -2.879 0.42
H -0.860 3.748 -4.282 0.49
H 1.264 4.936 -3.850 0.57
H 2.889 3.943 -2.224 0.63
H 2.249 1.876 -1.027 -0.18
C 0.436 -0.210 -5.422 -1.16
O 0.948 -0.301 -4.089 0.25
C 2.280 -0.569 -3.969 0.08
C 3.198 -0.355 -4.986 -0.51
C 4.525 -0.730 -4.818 -0.84
Br 5.751 -0.431 -6.204 -0.13
C 4.932 -1.348 -3.655 -0.83
C 4.022 -1.548 -2.617 0.85
C 2.702 -1.110 -2.752 0.20
O 1.815 -1.237 -1.701 -0.48
C 4.396 -2.293 -1.412 0.26
N 3.501 -2.739 -0.547 -0.18
C 4.217 -3.409 0.437 -0.02
C 3.778 -4.119 1.561 -0.57
C 4.745 -4.677 2.381 -0.63
C 6.113 -4.554 2.089 -0.74
C 6.558 -3.887 0.964 -0.97
C 5.583 -3.323 0.148 0.64
N 5.659 -2.611 -1.039 -0.10
H 0.828 -1.010 -6.049 0.53
H 0.667 0.757 -5.876 0.38
H -0.643 -0.324 -5.344 0.11
H 2.888 0.082 -5.923 0.64
H 5.954 -1.693 -3.574 0.52
H 2.239 -1.918 -1.080 0.16
H 2.722 -4.286 1.745 0.77
H 4.447 -5.256 3.245 0.52
H 6.834 -5.020 2.748 0.43
H 7.612 -3.826 0.727 0.46
H 6.501 -2.416 -1.557 0.25
F 0.993 8.602 2.534 -0.27
C 0.982 7.587 3.403 0.74
F 0.081 7.860 4.355 -0.24
F 2.188 7.532 3.992 -0.25
C 0.664 6.272 2.731 0.23
C 0.362 6.216 1.381 -0.76
C 0.069 4.994 0.795 -0.57
C 0.072 3.826 1.560 0.33
C 0.370 3.900 2.927 -0.04
C 0.669 5.118 3.506 -1.41
C -0.243 2.574 0.933 0.98
C -0.483 1.530 0.347 -0.66
H 0.348 7.123 0.794 0.52
H -0.184 4.945 -0.257 0.50
H 0.343 3.007 3.535 0.52
H 0.893 5.179 4.563 0.43
N 3.249 -1.462 2.916 0.34
C 3.398 -0.083 2.342 -1.25
C 2.728 -0.011 0.977 -0.11
N 1.311 -0.420 0.993 1.06
C 1.145 -1.731 1.655 1.62
C 1.793 -1.813 3.028 -1.55
H 3.689 -1.506 3.836 0.42
H 3.726 -2.159 2.334 -0.30
H 4.461 0.136 2.262 0.50
H 2.947 0.601 3.062 0.48
H 3.275 -0.635 0.275 0.50
H 2.805 1.021 0.645 -0.12
H 0.800 0.283 1.526 -0.54
H 1.576 -2.501 1.009 0.27
H 0.081 -1.941 1.748 -1.63
H 1.716 -2.816 3.444 0.34
H 1.364 -1.100 3.729 0.57
C -3.833 -3.165 2.641 -1.18
Si -2.778 -2.958 1.110 0.54
C -1.254 -4.036 1.433 -1.15
C -3.725 -3.822 -0.269 -0.95
Si -2.366 -0.613 0.680 -0.47
Si -4.344 0.280 -0.320 0.99
C -5.056 -0.642 -1.828 -1.23
C -5.753 0.272 0.913 -1.28
C -3.982 2.065 -0.832 -0.78
Si -2.553 0.572 2.802 0.41
C -2.906 2.416 2.616 -0.88
C -3.919 -0.037 3.951 -1.37
C -0.997 0.295 3.853 -0.64
H -4.058 -4.235 2.711 0.45
H -4.786 -2.636 2.597 0.32
H -3.326 -2.877 3.562 0.27
H -1.594 -5.075 1.417 0.64
H -0.839 -3.863 2.432 0.27
H -0.458 -3.948 0.690 0.21
H -4.119 -4.759 0.133 0.62
H -3.076 -4.082 -1.110 0.03
H -4.576 -3.243 -0.635 0.28
H -4.649 -1.645 -1.988 -0.05
H -4.964 -0.060 -2.752 0.62
H -6.129 -0.767 -1.668 0.57
H -6.004 -0.742 1.235 0.34
H -6.630 0.669 0.392 0.45
H -5.594 0.885 1.799 0.28
H -2.921 2.265 -1.007 -0.22
H -4.295 2.752 -0.041 0.49
H -4.554 2.330 -1.726 0.53
H -3.984 2.581 2.547 0.48
H -2.441 2.894 1.754 -0.04
H -2.574 2.939 3.518 0.48
H -4.832 -0.392 3.480 0.34
H -4.186 0.830 4.563 0.47
H -3.568 -0.813 4.632 0.45
H -0.105 0.714 3.376 -0.39
H -0.870 -0.782 4.010 0.33
H -1.104 0.755 4.837 0.72
```

=====

(4)
This record from the Open Molecules 2025 dataset describes C44H64BrFeGeN5P3 as an isolated structure. The level of theory is ωB97M-V/def2-TZVPD.

Properties
- HOMO (alpha / beta): -12.0 / -12.0 eV
- Total charge: +2
- Kohn-Sham gap (alpha / beta): 5.048 / 6.349 eV
- LUMO level (alpha / beta): -6.93 / -5.63 eV
- Multiplicity: 2

Geometry as XYZ:
```
119
Properties=species:S:1:pos:R:3:mulliken_charge:R:1
Fe -0.043 0.228 -0.232 0.90
C -3.446 0.990 -2.215 -1.84
C -2.910 2.179 -1.410 0.01
C -2.169 3.193 -2.299 -1.65
P -1.836 1.664 -0.012 0.95
C -2.990 0.790 1.112 -0.31
N -3.126 -0.619 0.734 0.82
Ge -1.611 -1.527 0.079 -0.02
N -0.888 -2.501 1.466 0.74
C 0.356 -1.956 2.029 -2.20
P 0.060 -0.206 2.561 1.89
C 1.694 0.428 3.154 1.35
C 1.500 1.645 4.068 -1.40
C 2.679 -0.584 3.753 -1.73
C -0.977 -0.633 4.050 1.26
C -0.184 -1.318 5.166 -2.02
C -1.809 0.501 4.660 -1.23
C -1.650 -3.423 2.164 1.30
C -1.278 -4.023 3.383 -0.78
C -2.168 -4.831 4.060 -1.03
C -3.459 -5.067 3.569 -1.19
C -3.826 -4.523 2.358 -0.07
C -2.914 -3.751 1.650 -0.26
N -3.134 -3.218 0.326 1.33
C -4.424 -2.530 0.175 0.06
C -5.594 -3.158 -0.230 -0.28
C -6.783 -2.456 -0.217 -1.12
C -6.780 -1.131 0.217 -0.91
C -5.604 -0.493 0.580 -0.77
C -4.382 -1.174 0.519 0.66
C -2.866 -4.158 -0.733 -0.14
C -3.131 -5.517 -0.706 -0.13
C -2.971 -6.258 -1.861 -1.11
C -2.565 -5.614 -3.033 -0.87
C -2.241 -4.266 -3.040 -1.09
C -2.325 -3.517 -1.851 0.70
N -1.875 -2.219 -1.677 1.06
C -1.221 -1.639 -2.833 -3.10
P 0.091 -0.444 -2.421 1.35
C 1.615 -1.457 -2.523 1.18
C 1.470 -2.660 -1.572 -2.43
C 2.018 -1.928 -3.918 -1.55
C 0.027 0.731 -3.816 0.52
C -0.082 0.118 -5.217 -1.66
C 1.170 1.754 -3.724 -1.01
C -1.436 3.321 0.710 0.36
C -1.588 3.441 2.218 -1.77
C -0.002 3.718 0.308 -1.32
H -3.958 1.351 -3.114 0.56
H -4.156 0.383 -1.650 0.06
H -2.639 0.339 -2.532 0.46
H -3.748 2.686 -0.931 0.77
H -1.219 2.794 -2.665 0.35
H -1.949 4.128 -1.776 0.37
H -2.781 3.445 -3.169 0.46
H -3.938 1.312 1.091 0.88
H -2.585 0.892 2.113 -1.92
H 1.167 -1.965 1.301 -0.92
H 0.684 -2.552 2.868 0.97
H 2.129 0.801 2.237 -0.43
H 1.087 1.361 5.039 0.25
H 0.842 2.401 3.627 0.34
H 2.467 2.120 4.254 0.48
H 2.372 -0.923 4.743 0.30
H 3.656 -0.099 3.868 0.50
H 2.831 -1.467 3.124 0.28
H -1.673 -1.359 3.627 -0.38
H 0.428 -0.600 5.718 0.45
H 0.466 -2.122 4.823 0.28
H -0.891 -1.753 5.876 0.50
H -1.181 1.321 5.025 0.23
H -2.367 0.113 5.518 0.49
H -2.538 0.908 3.970 0.16
H -0.296 -3.854 3.802 0.65
H -1.860 -5.287 4.995 0.46
H -4.158 -5.683 4.123 0.45
H -4.818 -4.702 1.959 0.59
H -5.576 -4.196 -0.544 0.55
H -7.707 -2.939 -0.521 0.45
H -7.714 -0.580 0.265 0.43
H -5.649 0.541 0.901 0.46
H -3.481 -5.994 0.201 0.56
H -3.191 -7.319 -1.861 0.44
H -2.493 -6.180 -3.956 0.42
H -1.927 -3.797 -3.965 0.63
H -1.939 -1.144 -3.491 0.92
H -0.725 -2.402 -3.433 0.64
H 2.405 -0.808 -2.145 -0.14
H 0.814 -3.425 -2.002 0.36
H 1.054 -2.396 -0.595 0.72
H 2.448 -3.122 -1.405 0.61
H 1.199 -2.426 -4.447 0.25
H 2.831 -2.654 -3.819 0.47
H 2.385 -1.112 -4.541 0.39
H -0.905 1.255 -3.620 0.12
H 0.887 -0.202 -5.603 0.38
H -0.467 0.883 -5.897 0.51
H -0.768 -0.733 -5.270 0.28
H 2.143 1.284 -3.920 0.26
H 1.217 2.229 -2.742 0.03
H 1.031 2.545 -4.466 0.51
H -2.139 3.998 0.228 1.03
H -0.935 2.743 2.734 0.32
H -2.614 3.280 2.559 0.36
H -1.297 4.450 2.523 0.50
H 0.718 3.023 0.753 -0.07
H 0.242 4.720 0.674 0.69
H 0.141 3.720 -0.780 0.17
Br 6.606 0.999 -1.099 -0.05
C 4.810 0.805 -0.681 -0.36
C 4.343 -0.385 -0.146 -1.05
C 2.995 -0.491 0.128 -0.11
N 2.114 0.504 -0.087 0.88
C 2.601 1.653 -0.591 -0.25
C 3.929 1.849 -0.900 -0.98
H 5.012 -1.215 0.056 0.61
H 2.612 -1.413 0.541 0.60
H 1.895 2.461 -0.736 -0.19
H 4.266 2.799 -1.303 0.53
```